19
Properties=species:S:1:pos:R:3:forces:R:3 method="wB97M-V/def2-TZVPD" gap_ev=7.05 multiplicity=1 de_lowest_kcal_mol=157.4 lumo_ev=0.72 total_charge=0
C -0.00446 0.43805 0.20592 2.66 0.21 0.40
C 0.39942 -0.94703 0.05655 -2.35 0.82 -0.14
C -2.07341 -1.29716 0.93688 0.26 -0.41 -0.41
C -0.20387 1.40962 -0.92053 0.23 -0.11 0.11
N 2.13481 0.80031 0.50951 0.38 0.99 -0.65
N -1.13419 -0.96354 -0.12501 -0.19 -0.54 -0.34
O 2.63412 0.84133 -0.91168 -0.29 -0.04 0.36
H 3.24831 1.58494 -0.93041 -0.22 -0.09 0.13
H 2.78016 0.08223 0.85933 -0.55 -0.10 0.24
H -1.48762 -0.94814 -1.07598 0.08 -0.23 0.32
H -0.30719 0.77767 1.19106 0.06 -0.19 -0.08
H 0.67532 -1.48732 0.95492 0.11 0.07 -0.11
H 0.98998 -1.14659 -0.83203 -0.24 -0.26 0.02
H -2.92475 -0.61424 0.90844 0.03 -0.07 0.02
H -1.58378 -1.20286 1.90740 0.05 0.06 -0.09
H -2.42366 -2.32672 0.83333 -0.12 0.00 0.16
H 0.02889 0.96369 -1.88803 0.09 0.06 0.07
H -1.22660 1.79329 -0.94012 0.03 -0.08 0.12
H 0.47852 2.24246 -0.73954 -0.03 -0.10 -0.14


19
Properties=species:S:1:pos:R:3:forces:R:3 method="wB97M-V/def2-TZVPD" gap_ev="8.46 / 8.45" multiplicity=1 de_lowest_kcal_mol=85.9 lumo_ev="0.56 / 0.56" total_charge=0
C 0.25543 -1.04518 0.55006 -1.06 -2.69 2.71
C 0.48516 1.75850 -0.58740 0.39 -2.50 0.52
C -0.02899 -2.22443 -0.33130 0.04 0.23 -0.08
C -0.88853 1.94864 -1.19194 -0.02 -0.34 -0.41
N -0.77935 -0.48267 1.19925 1.19 1.28 -2.19
N 1.47126 -1.03565 1.22686 -0.22 1.22 -0.63
O -0.58387 0.59129 1.88577 -0.31 -0.45 1.03
H -1.70394 -0.56435 0.76089 0.14 -0.08 0.02
H 0.64696 0.55304 -0.38133 -0.08 3.34 -0.74
H 1.46407 -0.31507 1.94552 0.05 -0.21 -0.05
H 1.84140 -1.92698 1.52101 -0.09 -0.01 -0.23
H 0.57893 2.26131 0.36879 -0.02 -0.02 0.08
H 1.28244 2.12241 -1.23294 0.05 -0.24 -0.14
H 0.06974 -3.16488 0.21607 0.12 0.03 0.07
H -1.04524 -2.18442 -0.72118 0.04 0.06 -0.11
H 0.68116 -2.24125 -1.15623 -0.08 -0.01 -0.10
H -1.03219 2.95759 -1.57180 -0.06 0.12 0.01
H -1.67110 1.73712 -0.47158 -0.12 0.07 0.23
H -1.04332 1.25498 -2.02854 0.04 0.19 0.01


19
Properties=species:S:1:pos:R:3:forces:R:3 method="wB97M-V/def2-TZVPD" gap_ev="9.40 / 8.88" multiplicity=1 de_lowest_kcal_mol=124.8 lumo_ev="0.04 / -0.18" total_charge=0
C -0.75693 -0.97403 0.99257 -0.46 0.67 1.84
C -2.36602 0.21377 -0.68229 2.04 1.11 -0.49
C 2.64121 -0.32409 -0.49838 3.02 -2.81 -3.90
C -1.04650 0.28682 0.13654 -0.37 -1.65 0.31
N 1.94923 0.42357 0.34296 -3.06 2.80 2.93
N 0.01288 0.30590 -0.77852 1.61 -2.02 0.29
O -1.14277 1.42641 0.95238 -0.43 0.08 -0.33
H 0.17843 -0.90944 1.61010 -0.97 0.50 -0.47
H -0.61947 -1.85931 0.46790 0.43 -1.33 -1.89
H -1.60043 -1.28471 1.61458 -0.06 0.69 0.42
H -2.69966 1.25000 -0.86903 -0.13 -0.73 0.10
H -2.98152 -0.39148 -0.12372 -2.08 -0.78 1.41
H -2.21172 -0.34841 -1.58685 0.21 0.10 -0.60
H 3.67061 -0.64730 -0.14500 -0.89 0.36 0.38
H 2.02191 -1.23797 -0.54402 0.86 -0.07 -0.93
H 2.95663 0.12196 -1.53406 -1.02 -0.76 1.32
H 2.18183 1.41085 0.33306 0.00 0.28 -0.34
H 0.14043 1.19721 -1.11034 0.35 3.03 -1.13
H -0.32814 1.34024 1.42210 0.94 0.53 1.08


19
Properties=species:S:1:pos:R:3:forces:R:3 method="wB97M-V/def2-TZVPD" gap_ev=9.66 smiles="[H]/N=C(/C)CN.CO" multiplicity=1 de_lowest_kcal_mol=72.1 lumo_ev=0.75 total_charge=0
H 1.37613 -1.00996 -1.53092 0.03 0.30 -0.02
N 1.68936 -0.57612 -0.65773 -1.40 0.24 1.18
C 0.79069 0.23658 -0.18325 1.69 1.78 -3.93
C 1.16670 1.10820 0.98765 -0.58 -0.65 0.59
C -0.28432 0.97139 -1.25156 1.05 -1.13 1.70
N -1.53966 1.34143 -0.66367 0.26 -0.29 0.13
H 1.96127 1.80329 0.70487 -0.10 -0.16 -0.14
H 1.53158 0.47460 1.80050 0.08 0.18 -0.04
H 0.31379 1.68100 1.35717 0.02 -0.06 -0.01
H -0.41969 0.30074 -2.10318 0.04 -0.02 0.14
H 0.25890 1.85344 -1.59326 0.26 -0.05 -0.05
H -2.35035 0.97317 -1.15091 0.17 0.78 0.45
H -1.53404 2.27232 -0.25724 -0.70 -0.47 -0.51
C -0.78606 -1.75047 0.88662 0.00 2.16 -2.08
O -0.07418 -2.92335 0.62033 0.70 0.27 -0.48
H -0.42656 -1.26184 1.79617 -0.16 0.06 0.06
H -1.85724 -1.95067 0.95346 0.19 -0.16 0.05
H -0.63153 -0.91165 -0.03569 -1.02 -2.51 2.69
H 0.81523 -2.63209 0.32065 -0.52 -0.27 0.27


19
Properties=species:S:1:pos:R:3:forces:R:3 method="wB97M-V/def2-TZVPD" gap_ev=9.04 multiplicity=1 de_lowest_kcal_mol=50.3 lumo_ev=0.94 total_charge=0
H -1.80716 -0.94392 -1.59143 -0.17 0.25 0.18
N -1.26929 -1.09357 -0.73817 -0.13 0.07 -0.09
C -1.61254 -0.37101 0.24647 -0.67 -0.81 -0.22
C -2.76458 0.56869 0.32260 0.12 0.25 -0.10
H -1.10447 -0.57362 1.18381 0.29 0.26 0.07
H -2.38173 1.54587 0.61526 -0.07 0.04 0.03
H -3.28563 0.65456 -0.63125 0.01 -0.03 0.01
H -3.46442 0.24265 1.09240 -0.02 -0.04 0.01
C 2.73701 0.15108 0.36846 0.76 -0.81 0.11
C 1.95730 -0.94525 0.25928 -0.75 1.12 0.31
N 1.46010 -1.47890 -0.88792 -1.65 -0.38 -0.98
H 3.24742 0.54392 -0.49885 -0.13 0.24 -0.22
H 3.12581 0.45774 1.32471 0.00 0.00 0.21
H 1.50735 -1.35630 1.15791 0.11 -0.12 0.10
H 1.86553 -1.07381 -1.72273 0.03 0.06 0.05
H 0.34405 -1.46140 -0.95557 2.29 -0.38 0.52
O 0.13855 1.65349 0.33752 0.74 -0.35 0.19
H 0.31426 2.34904 -0.30325 0.12 -0.05 0.03
H 0.99244 1.13073 0.42076 -0.88 0.69 -0.24


19
Properties=species:S:1:pos:R:3:forces:R:3 method="wB97M-V/def2-TZVPD" gap_ev=9.26 multiplicity=1 de_lowest_kcal_mol=42.9 lumo_ev=0.82 total_charge=0
H 0.72983 -0.92003 -2.16380 0.10 0.24 0.27
N -0.19182 -0.84464 -1.74513 -1.00 1.57 -0.17
C -0.52242 0.37341 -1.41637 0.00 -2.02 -2.44
C 0.28280 1.62611 -1.62152 -0.12 -0.20 0.18
O -1.80600 0.59309 -1.06089 0.46 0.32 0.17
H 1.33784 1.44106 -1.43053 -0.04 -0.04 0.08
H 0.18582 1.92309 -2.66727 -0.13 0.09 0.07
H -0.08092 2.41802 -0.97143 0.03 0.07 -0.05
H -2.27026 -0.25224 -1.15862 0.14 -0.04 0.05
C 1.26473 -1.07806 1.63995 -0.13 0.06 0.05
C 0.16155 -0.10259 1.25259 0.94 -0.77 -2.00
N -1.12887 -0.59350 1.68051 -0.11 -0.07 0.17
H 2.23704 -0.65175 1.40163 0.13 0.00 0.00
H 1.15634 -1.99969 1.05686 0.01 0.01 0.17
H 1.22568 -1.30982 2.69799 0.06 -0.15 0.23
H 0.32860 0.86619 1.72896 0.05 0.07 -0.41
H 0.29690 -0.14645 0.05173 -0.24 0.97 3.74
H -1.85127 0.10558 1.54510 0.04 -0.29 -0.16
H -1.35558 -1.44778 1.18024 -0.19 0.17 0.05


19
Properties=species:S:1:pos:R:3:forces:R:3 method="wB97M-V/def2-TZVPD" gap_ev=10.12 smiles=NC[C@H](N)CCO multiplicity=1 de_lowest_kcal_mol=28.4 lumo_ev=0.94 total_charge=0
N -1.19333 -1.99966 1.09753 -0.31 -0.37 0.45
C -0.19092 -1.24517 0.39293 0.13 0.35 -0.57
C -0.59954 0.18555 -0.01240 1.07 -0.05 0.42
N -1.85856 0.15479 -0.68455 -1.08 -0.26 -0.15
C 0.49269 0.90653 -0.82627 -0.03 -0.44 -0.29
C 1.89231 0.93280 -0.23579 -0.19 0.11 0.78
O 1.97275 1.68853 0.98532 -0.04 -0.01 -0.23
H -1.99538 -2.17155 0.50618 0.02 0.05 -0.07
H -1.55936 -1.49919 1.90044 0.15 0.06 -0.02
H 0.71082 -1.15640 1.00736 -0.09 -0.25 -0.03
H 0.07232 -1.82456 -0.50363 0.13 0.12 0.07
H -0.69947 0.67837 0.95844 -0.35 0.42 -0.03
H -2.19938 1.03263 -1.04256 0.19 0.25 0.12
H -1.89154 -0.51172 -1.44347 0.20 -0.06 -0.07
H 0.15651 1.91760 -1.06570 0.03 0.07 0.10
H 0.54926 0.36567 -1.77918 0.08 0.07 -0.09
H 2.60064 1.41744 -0.90744 -0.08 -0.10 -0.05
H 2.22789 -0.08986 -0.03486 0.16 0.06 -0.23
H 1.51230 1.21820 1.68766 0.01 -0.03 -0.10


19
Properties=species:S:1:pos:R:3:forces:R:3 method="wB97M-V/def2-TZVPD" gap_ev=9.00 smiles="N/C=C/CCN.O" multiplicity=1 de_lowest_kcal_mol=37.1 lumo_ev=0.89 total_charge=0
N -0.92856 2.14493 0.49604 0.56 0.87 -1.15
C -0.94619 0.78049 0.26252 0.00 0.05 0.96
C 0.05110 0.08650 -0.28513 -0.49 -0.23 -0.69
C 0.08705 -1.41480 -0.43150 0.13 0.09 0.27
C 0.00246 -2.11757 0.93734 0.28 -0.35 -0.33
N 0.91082 -1.61757 1.96685 -0.24 -0.01 -0.22
H -1.19328 2.57282 1.36408 -0.33 -0.51 0.19
H -0.10619 2.59470 0.10754 -0.17 0.02 0.10
H -1.86103 0.30538 0.59655 0.08 -0.27 0.20
H 0.87064 0.61522 -0.74339 0.41 0.30 0.34
H -0.70863 -1.79211 -1.07990 0.06 -0.06 -0.04
H 1.04888 -1.65277 -0.89037 -0.08 -0.20 -0.11
H -1.02313 -2.08473 1.27213 -0.38 0.26 0.38
H 0.21280 -3.18155 0.82353 0.01 -0.08 -0.14
H 0.91676 -0.60351 1.91675 0.12 -0.04 0.11
H 1.84452 -1.94434 1.74990 0.08 0.15 0.08
O 0.56022 2.53902 -2.42014 -0.27 -0.05 -0.36
H -0.02802 1.77367 -2.41626 0.06 -0.08 0.25
H 0.28978 2.99621 -3.22655 0.20 0.14 0.16


19
Properties=species:S:1:pos:R:3:forces:R:3 method="wB97M-V/def2-TZVPD" gap_ev=10.10 smiles=NC[C@H](N)CCO multiplicity=1 de_lowest_kcal_mol=65.1 lumo_ev=0.71 total_charge=0
N 0.67449 1.12337 2.14598 0.69 -0.74 -0.70
C -0.01227 0.28333 1.21599 -0.76 -1.84 -1.34
C 0.73909 0.18222 -0.21671 -0.50 -1.76 -1.02
N 1.59475 1.34704 -0.64539 -0.50 -0.17 3.12
C -0.27742 -0.04755 -1.38365 -1.05 -2.48 -1.98
C -1.45187 -1.19090 -1.11445 4.02 0.99 4.24
O -0.90130 -2.52654 -1.24880 -0.58 0.85 -0.29
H 0.71500 0.71086 3.04755 -0.04 0.11 0.76
H 0.30975 2.03429 2.14155 -0.39 1.23 0.42
H -0.05145 -0.77409 1.64153 0.21 1.21 -0.56
H -1.12250 0.50315 1.06935 1.35 0.33 0.10
H 1.42298 -0.78733 -0.16897 -1.04 2.18 -0.05
H 2.09393 1.41348 0.26277 0.93 0.05 -0.77
H 1.07757 2.23422 -0.45645 -0.33 -0.78 -0.90
H 0.19080 -0.52609 -2.38032 -0.44 1.52 2.28
H -0.71816 0.93672 -1.65111 0.04 -0.62 0.13
H -2.26318 -1.24871 -1.73825 -1.92 0.77 -1.51
H -1.73044 -0.98505 0.01978 -0.19 -0.78 -2.41
H -0.28976 -2.68240 -0.54041 0.48 -0.08 0.47


19
Properties=species:S:1:pos:R:3:forces:R:3 method="wB97M-V/def2-TZVPD" gap_ev=10.23 smiles=CC(C)(N)[C@H](N)O multiplicity=1 de_lowest_kcal_mol=17.8 lumo_ev=0.90 total_charge=0
C 1.58512 -0.82587 -0.41640 0.08 0.05 0.32
C 0.19306 -0.19826 -0.32324 -1.53 -1.03 -0.03
C -0.91571 -1.33449 -0.40076 0.70 0.00 -0.07
N 0.03599 0.76164 -1.42061 -0.26 0.52 0.48
C -0.04187 0.52496 1.03053 1.81 1.94 -0.84
N -1.27817 1.28304 1.07317 -0.58 -0.41 0.21
O 0.98425 1.55239 1.20219 -0.13 -0.80 0.11
H 2.37117 -0.06302 -0.40058 -0.26 -0.07 -0.03
H 1.76763 -1.49723 0.42944 -0.06 0.02 -0.10
H 1.69740 -1.40623 -1.33915 -0.14 0.08 0.10
H -1.89567 -1.08106 0.01312 0.20 0.36 0.01
H -1.10091 -1.61218 -1.44394 0.19 0.00 0.09
H -0.57429 -2.23132 0.12681 -0.03 0.06 -0.03
H -0.06656 0.28568 -2.31304 0.09 0.05 0.23
H -0.81587 1.30400 -1.24944 0.25 -0.21 -0.14
H 0.06132 -0.15582 1.87951 0.23 -0.11 -0.14
H -2.02442 0.68796 1.42384 -0.11 0.16 -0.13
H -1.13144 2.00634 1.77658 -0.08 -0.13 -0.24
H 1.14897 1.99948 0.35193 -0.36 -0.48 0.19


19
Properties=species:S:1:pos:R:3:forces:R:3 method="wB97M-V/def2-TZVPD" gap_ev=9.79 smiles=C[C@@H](O)CNCN multiplicity=1 de_lowest_kcal_mol=83.4 lumo_ev=0.88 total_charge=0
C -2.09768 0.27302 -1.92065 -0.82 -1.29 0.46
C -1.04350 -0.56087 -1.19228 0.89 -0.67 -0.74
O 0.10959 -0.87868 -2.14850 -1.02 1.49 1.81
C -0.68436 0.07296 0.20806 1.90 -1.76 -0.84
N 0.69186 -0.46768 0.54526 2.23 1.11 1.52
C 1.59874 0.41241 1.29536 -2.24 1.42 2.74
N 2.48762 -0.11814 2.37660 1.06 0.74 -0.13
H -1.68950 1.06945 -2.54386 -0.01 -0.37 -0.15
H -2.80005 0.71386 -1.21678 0.19 0.34 0.43
H -2.76933 -0.45731 -2.40934 0.57 0.69 -0.73
H -1.36704 -1.61059 -1.04517 -0.29 0.80 0.26
H 0.82709 -0.26480 -1.90750 -0.33 -0.26 -0.25
H -0.70244 1.22727 0.15248 -0.01 -1.89 0.35
H -1.36433 -0.43198 0.98959 0.55 1.51 -1.21
H 1.33343 -1.04619 0.04661 -1.16 -0.80 -1.66
H 2.16760 1.22447 0.87955 0.05 0.18 -1.39
H 0.81710 0.81760 1.91345 -0.34 1.74 0.09
H 1.80708 -0.61475 2.86049 -1.03 -2.03 1.47
H 2.67812 0.63993 3.11664 -0.19 -0.95 -2.03


19
Properties=species:S:1:pos:R:3:forces:R:3 method="wB97M-V/def2-TZVPD" gap_ev=10.27 smiles=NCCNCCO multiplicity=1 de_lowest_kcal_mol=62.4 lumo_ev=0.99 total_charge=0
N 0.41386 -1.43886 1.64688 -1.17 -0.50 -0.78
C -0.90314 -0.95706 1.19769 -1.26 1.17 -1.26
C -0.91213 0.60920 1.04969 2.98 1.97 1.49
N 0.32045 1.05123 0.18964 -2.98 -0.01 -1.28
C -0.08783 0.97376 -1.31859 2.71 2.01 0.15
C 1.01393 0.15061 -2.07051 -0.28 -1.26 1.76
O 1.23840 -1.13083 -1.36718 -0.89 0.39 -2.08
H 0.39624 -2.42942 1.94796 -0.15 1.07 -0.14
H 0.61750 -0.83028 2.40118 0.84 0.18 1.12
H -1.78743 -1.21139 1.80150 0.39 -0.15 0.30
H -1.14408 -1.33478 0.19592 0.31 -0.23 0.10
H -1.79257 1.26118 0.67082 0.79 -1.99 0.77
H -0.56433 1.09417 2.11325 -1.23 -1.22 -2.15
H 0.26359 2.05940 0.33316 0.58 -0.20 0.19
H -1.04904 0.54566 -1.51942 -0.63 -0.36 0.29
H -0.10243 2.09504 -1.71229 0.00 -2.32 0.51
H 2.00927 0.59876 -2.02512 -0.38 0.68 -0.48
H 0.68088 -0.10455 -3.09782 0.42 0.18 0.61
H 1.38886 -1.00184 -0.43676 -0.03 0.59 0.89